Entry 1:
{
  "formula": "C36H49AsBrN4O5SW",
  "method": "ωB97M-V with the def2-TZVPD basis set",
  "homo_ev": [-16.0, -16.0],
  "homo_lumo_gap_ev": [6.40, 6.25],
  "largest_force_ev_per_a": 1.0,
  "total_charge": 3,
  "e_lumo_ev": [-9.59, -9.74],
  "spin_multiplicity": 1,
  "e_tot_ha": -7270.5596,
  "species": ["W", "C", "O", "C", "C", "O", "C", "C", "O", "C", "H", "H", "H", "H", "H", "H", "H", "H", "H", "H", "H", "H", "H", "H", "Br", "C", "C", "C", "C", "C", "C", "N", "C", "C", "C", "C", "C", "C", "N", "H", "H", "H", "H", "H", "H", "H", "H", "H", "C", "C", "C", "C", "C", "C", "C", "S", "O", "O", "N", "C", "C", "C", "C", "C", "N", "H", "H", "H", "H", "H", "H", "H", "H", "H", "H", "H", "C", "C", "As", "C", "C", "C", "C", "H", "H", "H", "H", "H", "H", "H", "H", "H", "H", "H", "H", "H", "H", "H"],
  "coordinates": [[0.322, -0.302, 0.196], [-2.891, -1.422, -0.244], [-1.828, -0.537, -0.697], [-2.431, 0.559, -1.422], [-1.337, 1.368, -2.101], [-0.054, 0.757, -1.803], [0.986, 1.236, -2.674], [2.177, 0.334, -2.509], [2.305, -0.028, -1.119], [3.696, -0.038, -0.712], [-3.516, -1.664, -1.102], [-3.476, -0.918, 0.524], [-2.442, -2.330, 0.139], [-3.015, 1.168, -0.737], [-3.101, 0.128, -2.165], [-1.338, 2.400, -1.754], [-1.456, 1.349, -3.184], [1.223, 2.271, -2.427], [0.625, 1.201, -3.704], [3.075, 0.862, -2.831], [2.088, -0.580, -3.094], [4.038, 0.986, -0.557], [4.293, -0.509, -1.493], [3.789, -0.619, 0.197], [3.044, -6.085, 4.156], [2.705, -4.401, 3.408], [2.176, -3.386, 4.198], [1.914, -2.146, 3.641], [2.176, -1.930, 2.295], [2.710, -2.935, 1.506], [2.985, -4.174, 2.065], [1.885, -0.644, 1.707], [2.423, 0.374, 2.269], [2.163, 1.684, 1.714], [2.825, 2.812, 2.149], [2.580, 4.023, 1.510], [1.657, 4.045, 0.483], [1.007, 2.868, 0.127], [1.263, 1.697, 0.707], [1.970, -3.570, 5.244], [1.479, -1.359, 4.247], [2.932, -2.754, 0.464], [3.426, -4.960, 1.467], [3.076, 0.270, 3.132], [3.532, 2.744, 2.966], [3.096, 4.923, 1.818], [1.414, 4.960, -0.039], [0.242, 2.881, -0.627], [-0.946, 4.878, 6.810], [-1.165, 4.049, 5.581], [-0.537, 4.372, 4.376], [-0.776, 3.641, 3.226], [-1.647, 2.560, 3.280], [-2.302, 2.228, 4.463], [-2.049, 2.968, 5.602], [-1.983, 1.649, 1.832], [-1.628, 2.436, 0.677], [-3.284, 1.055, 1.926], [-0.878, 0.393, 1.799], [-1.227, -0.858, 2.260], [-2.060, -1.300, 3.281], [-2.103, -2.659, 3.511], [-1.316, -3.544, 2.760], [-0.524, -3.040, 1.767], [-0.527, -1.718, 1.494], [0.001, 5.413, 6.771], [-0.968, 4.266, 7.711], [-1.742, 5.620, 6.902], [0.121, 5.231, 4.336], [-0.332, 3.934, 2.286], [-3.039, 1.437, 4.484], [-2.567, 2.723, 6.520], [-2.649, -0.605, 3.857], [-2.739, -3.045, 4.297], [-1.321, -4.606, 2.963], [0.129, -3.660, 1.180], [-0.261, -5.204, -2.452], [-0.288, -4.261, -1.252], [0.507, -2.505, -1.631], [-0.253, -2.165, -3.401], [-1.776, -2.249, -3.480], [2.353, -3.077, -2.033], [2.740, -3.239, -3.506], [-0.569, -6.199, -2.132], [0.739, -5.297, -2.873], [-0.939, -4.893, -3.244], [0.311, -4.692, -0.449], [-1.301, -4.126, -0.870], [0.198, -2.928, -4.033], [0.105, -1.205, -3.774], [-2.189, -3.027, -2.838], [-2.078, -2.483, -4.501], [-2.249, -1.307, -3.216], [2.451, -4.032, -1.514], [3.027, -2.385, -1.536], [2.376, -2.436, -4.145], [2.367, -4.174, -3.921], [3.825, -3.258, -3.599]]
}


Entry 2:
{
  "formula": "C46H39N3O2P2S2SiZn",
  "method": "ωB97M-V with the def2-TZVPD basis set",
  "homo_ev": -6.8,
  "homo_lumo_gap_ev": 6.87,
  "largest_force_ev_per_a": 0.6,
  "e_lumo_ev": 0.12,
  "relative_energy_kcal_mol": 119.9,
  "spin_multiplicity": 1,
  "e_tot_ha": -5638.8755,
  "species": ["Zn", "C", "Si", "C", "C", "C", "C", "C", "C", "P", "C", "C", "C", "C", "C", "C", "C", "C", "C", "C", "C", "C", "C", "C", "C", "C", "C", "C", "P", "C", "C", "C", "C", "C", "C", "C", "C", "C", "C", "C", "C", "H", "H", "H", "H", "H", "H", "H", "H", "H", "H", "H", "H", "H", "H", "H", "H", "H", "H", "H", "H", "H", "H", "H", "H", "H", "H", "H", "H", "H", "H", "H", "N", "C", "C", "C", "C", "C", "C", "S", "O", "O", "N", "C", "S", "C", "C", "N", "H", "H", "H", "H", "H", "H", "H", "H"],
  "coordinates": [[1.870, -0.134, 0.712], [3.347, -2.907, -1.023], [2.237, -1.401, -1.273], [0.744, -2.124, -2.248], [0.804, -1.868, -3.625], [-0.103, -2.376, -4.539], [-1.138, -3.171, -4.088], [-1.233, -3.447, -2.736], [-0.325, -2.937, -1.795], [-0.535, -3.803, -0.164], [-0.396, -2.673, 1.292], [0.192, -3.299, 3.355], [0.293, -2.616, 4.672], [-0.157, -1.372, 4.819], [-0.761, -0.638, 3.678], [-0.915, -1.236, 1.375], [-2.371, -3.962, -0.081], [-3.237, -2.889, -0.309], [-4.600, -3.025, -0.107], [-5.125, -4.242, 0.320], [-4.280, -5.318, 0.532], [-2.910, -5.176, 0.330], [3.156, -0.226, -2.458], [4.291, -0.649, -3.161], [4.958, 0.196, -4.036], [4.488, 1.493, -4.237], [3.367, 1.929, -3.546], [2.707, 1.082, -2.654], [1.231, 1.578, -1.664], [1.361, 3.400, -1.559], [0.423, 4.275, -2.097], [0.547, 5.647, -1.905], [1.610, 6.158, -1.179], [2.553, 5.291, -0.637], [2.422, 3.926, -0.818], [-0.185, 1.335, -2.795], [-0.055, 1.024, -4.145], [-1.177, 0.763, -4.922], [-2.442, 0.809, -4.358], [-2.583, 1.122, -3.011], [-1.463, 1.374, -2.234], [3.400, -3.514, -1.930], [2.946, -3.542, -0.228], [4.358, -2.617, -0.729], [1.600, -1.246, -4.009], [0.002, -2.145, -5.591], [-1.868, -3.580, -4.774], [-2.037, -4.092, -2.411], [0.450, -4.356, 3.423], [0.752, -3.135, 5.503], [-0.095, -0.860, 5.771], [-1.225, 0.296, 3.993], [-1.290, -0.689, 0.515], [-2.842, -1.944, -0.664], [-5.257, -2.184, -0.286], [-6.190, -4.348, 0.475], [-4.682, -6.271, 0.852], [-2.249, -6.020, 0.492], [4.665, -1.655, -3.023], [5.837, -0.154, -4.562], [4.991, 2.158, -4.928], [3.004, 2.939, -3.699], [-0.406, 3.887, -2.675], [-0.189, 6.317, -2.331], [1.703, 7.226, -1.029], [3.386, 5.683, -0.068], [3.160, 3.255, -0.391], [0.928, 0.995, -4.600], [-1.058, 0.521, -5.971], [-3.314, 0.598, -4.963], [-3.565, 1.163, -2.559], [-1.579, 1.607, -1.178], [-0.537, 4.296, 7.353], [-0.546, 3.740, 6.086], [0.654, 3.432, 5.438], [0.648, 2.911, 4.160], [-0.555, 2.693, 3.497], [-1.753, 2.988, 4.134], [-1.749, 3.512, 5.416], [-0.548, 2.004, 1.865], [-0.063, 3.024, 0.973], [-1.888, 1.472, 1.658], [0.515, 0.829, 1.922], [0.115, -0.495, 2.340], [-2.054, -1.606, 2.769], [-1.132, -3.183, 2.570], [0.949, -2.615, 2.136], [1.311, -1.259, 2.313], [0.302, 4.201, 7.898], [-1.390, 4.265, 7.882], [1.595, 3.604, 5.949], [1.579, 2.664, 3.668], [-2.684, 2.810, 3.613], [-2.686, 3.750, 5.907], [-1.816, -4.027, 2.578], [1.782, -3.216, 1.774]]
}


Entry 3:
{
  "formula": "C34H68AlBe2Br2F8LiN5O14P",
  "method": "ωB97M-V with the def2-TZVPD basis set",
  "homo_ev": -10.9,
  "homo_lumo_gap_ev": 0.82,
  "largest_force_ev_per_a": 4.5,
  "total_charge": 2,
  "e_lumo_ev": -10.07,
  "spin_multiplicity": 1,
  "e_tot_ha": -9230.3679,
  "species": ["C", "C", "C", "C", "C", "C", "O", "C", "C", "C", "C", "C", "C", "C", "O", "C", "O", "C", "C", "C", "O", "C", "C", "C", "O", "C", "N", "N", "C", "C", "C", "F", "Br", "C", "F", "F", "Br", "H", "H", "H", "H", "H", "H", "H", "H", "H", "H", "H", "H", "H", "H", "H", "H", "H", "H", "H", "H", "H", "H", "H", "H", "H", "H", "H", "H", "H", "H", "H", "H", "H", "H", "H", "H", "H", "H", "H", "H", "H", "H", "H", "H", "H", "H", "C", "O", "P", "O", "O", "C", "O", "C", "H", "H", "H", "H", "H", "H", "H", "H", "H", "F", "Al", "F", "F", "F", "C", "O", "N", "N", "H", "H", "H", "H", "Be", "F", "C", "C", "N", "H", "H", "H", "C", "O", "O", "O", "Li", "Be", "C", "C", "O", "H", "H", "H", "H", "H", "H"],
  "coordinates": [[1.019, 4.874, 0.656], [-0.242, 4.001, 0.640], [-0.274, 3.024, -0.544], [-1.128, 1.788, -0.162], [-0.671, 0.479, -0.835], [-0.152, -0.602, 0.116], [0.279, -0.179, 1.366], [1.359, 0.772, 1.352], [2.737, 0.261, 1.766], [3.783, 1.278, 1.255], [0.815, -1.507, -0.673], [2.013, -0.870, -1.360], [2.921, -1.944, -1.982], [2.275, -2.779, -3.079], [2.962, -4.027, -3.123], [2.171, -5.101, -3.592], [1.292, -2.576, 0.147], [0.238, -3.460, 0.384], [0.729, -4.766, 1.005], [1.117, -5.685, -0.148], [0.296, -6.377, -0.661], [-0.919, -2.816, 1.159], [-0.832, -2.765, 2.692], [0.507, -2.436, 3.381], [0.513, -1.155, 4.001], [0.743, -3.397, 4.596], [0.683, -4.816, 4.240], [-1.336, -1.537, 0.475], [-2.476, -0.816, 1.116], [-3.688, -1.676, 1.509], [-4.676, -1.936, 0.362], [-4.914, -0.828, -0.365], [-6.346, -2.450, 1.223], [-4.223, -3.066, -0.588], [-3.733, -4.092, 0.130], [-3.242, -2.563, -1.387], [-5.574, -3.750, -1.763], [1.812, 4.361, 1.200], [1.331, 5.086, -0.364], [0.806, 5.818, 1.154], [-1.130, 4.630, 0.571], [-0.332, 3.466, 1.589], [-0.798, 3.503, -1.361], [0.716, 2.737, -0.902], [-1.184, 1.734, 0.925], [-2.145, 2.001, -0.500], [-1.561, 0.065, -1.318], [-0.002, 0.745, -1.645], [1.077, 1.544, 2.068], [1.412, 1.282, 0.394], [2.920, -0.746, 1.397], [2.762, 0.312, 2.858], [3.284, 2.107, 0.752], [4.348, 1.730, 2.064], [4.484, 0.843, 0.547], [0.201, -1.922, -1.484], [1.713, -0.213, -2.172], [2.644, -0.290, -0.693], [3.393, -2.568, -1.227], [3.732, -1.383, -2.449], [1.214, -2.992, -2.916], [2.425, -2.298, -4.047], [2.672, -6.022, -3.301], [1.174, -5.110, -3.143], [2.110, -5.107, -4.682], [-0.220, -3.785, -0.563], [-0.057, -5.249, 1.577], [1.642, -4.620, 1.586], [2.149, -5.661, -0.528], [-1.734, -3.510, 0.953], [-1.570, -2.101, 3.137], [-1.122, -3.762, 3.021], [1.370, -2.461, 2.698], [-0.046, -1.169, 4.789], [-0.028, -3.155, 5.334], [1.694, -3.209, 5.098], [1.399, -5.379, 4.692], [-0.197, -5.249, 4.477], [-1.679, -1.825, -0.447], [-2.848, -0.043, 0.448], [-2.120, -0.291, 1.996], [-3.457, -2.619, 1.994], [-4.233, -1.090, 2.247], [9.700, 4.505, 2.353], [8.630, 3.684, 2.890], [8.223, 2.164, 2.395], [6.808, 2.026, 2.149], [8.594, 1.536, 3.888], [9.722, 2.036, 4.488], [9.183, 1.202, 1.564], [9.128, -0.228, 1.838], [9.295, 5.492, 2.136], [10.476, 4.605, 3.122], [10.120, 4.097, 1.416], [9.522, 2.901, 5.136], [10.327, 2.438, 3.583], [10.284, 1.258, 5.006], [8.099, -0.544, 1.985], [9.728, -0.471, 2.711], [9.547, -0.713, 0.962], [-2.129, 0.608, -3.624], [-2.370, 2.265, -3.929], [-3.415, 2.883, -2.771], [-3.029, 2.485, -5.459], [-0.892, 3.050, -3.811], [-4.346, 5.862, -6.519], [-3.134, 6.069, -6.528], [-4.860, 4.710, -6.017], [-5.232, 6.773, -7.010], [-5.844, 4.515, -5.992], [-4.220, 4.018, -5.645], [-4.857, 7.624, -7.382], [-6.225, 6.632, -7.015], [11.197, 2.753, 2.261], [8.849, 4.636, 4.734], [-6.952, 1.779, -0.686], [-6.848, 2.890, -1.616], [-6.762, 3.764, -2.353], [-5.988, 1.595, -0.213], [-7.692, 1.986, 0.085], [-7.257, 0.874, -1.210], [-2.735, 0.845, -8.169], [-3.814, 1.400, -8.262], [-1.860, 0.766, -9.065], [-2.295, 0.223, -7.172], [2.343, -4.327, 3.057], [2.669, -1.779, 4.094], [-10.794, -1.306, 1.051], [-9.559, -0.444, 0.872], [-9.867, 0.944, 0.923], [-11.528, -1.077, 0.279], [-10.547, -2.368, 0.995], [-11.263, -1.113, 2.017], [-9.103, -0.627, -0.101], [-8.817, -0.673, 1.647], [-10.260, 1.135, 1.780]]
}


Entry 4:
{
  "formula": "C4H5NO",
  "method": "ωB97M-V with the def2-TZVPD basis set",
  "smiles": "N#CC1(O)CC1",
  "homo_ev": -10.3,
  "homo_lumo_gap_ev": 11.12,
  "largest_force_ev_per_a": 1.1,
  "e_lumo_ev": 0.78,
  "relative_energy_kcal_mol": 34.6,
  "spin_multiplicity": 1,
  "e_tot_ha": -285.3594,
  "species": ["N", "C", "C", "O", "C", "C", "H", "H", "H", "H", "H"],
  "coordinates": [[-1.536, -1.998, -1.183], [-0.846, -1.347, -0.521], [0.102, -0.441, 0.084], [1.370, -0.985, 0.289], [0.001, 0.975, -0.416], [-0.312, 0.660, 1.016], [1.611, -1.511, -0.484], [0.954, 1.384, -0.726], [-0.856, 1.251, -1.020], [0.391, 0.908, 1.804], [-1.360, 0.752, 1.282]]
}


Entry 5:
{
  "formula": "C4H6N2O",
  "method": "ωB97M-V with the def2-TZVPD basis set",
  "smiles": "N[C@@H]1C=CC(O)=N1",
  "homo_ev": -9.4,
  "homo_lumo_gap_ev": 10.04,
  "largest_force_ev_per_a": 0.4,
  "e_lumo_ev": 0.67,
  "relative_energy_kcal_mol": 28.7,
  "spin_multiplicity": 1,
  "e_tot_ha": -340.7491,
  "species": ["N", "C", "C", "C", "C", "O", "N", "H", "H", "H", "H", "H", "H"],
  "coordinates": [[0.900, 1.059, 1.736], [-0.088, 0.558, 0.811], [-0.134, -0.949, 0.694], [-0.303, -1.246, -0.596], [-0.263, 0.053, -1.309], [-0.417, 0.164, -2.643], [-0.066, 1.071, -0.563], [1.831, 0.907, 1.360], [0.785, 2.065, 1.818], [-1.068, 0.861, 1.207], [-0.090, -1.622, 1.543], [-0.440, -2.221, -1.054], [-0.648, -0.700, -3.006]]
}


Entry 6:
{
  "formula": "C4H16BClCoO4",
  "method": "ωB97M-V with the def2-TZVPD basis set",
  "homo_ev": [-2.7, -6.4],
  "homo_lumo_gap_ev": [5.35, 9.04],
  "largest_force_ev_per_a": 4.5,
  "total_charge": -1,
  "e_lumo_ev": [2.64, 2.64],
  "relative_energy_kcal_mol": 2.5,
  "spin_multiplicity": 5,
  "e_tot_ha": -2330.6336,
  "species": ["Co", "B", "H", "H", "H", "H", "Cl", "C", "C", "O", "O", "H", "H", "H", "H", "H", "H", "C", "C", "O", "O", "H", "H", "H", "H", "H", "H"],
  "coordinates": [[0.192, 3.346, -2.379], [-0.225, 2.215, -4.198], [0.605, 1.661, -3.787], [0.058, 3.243, -4.364], [-0.556, 1.891, -5.173], [-0.996, 1.981, -3.481], [-0.285, 1.729, -0.633], [-2.473, 0.855, 2.668], [-2.463, 0.088, 3.955], [-3.322, 0.533, 4.952], [-1.817, 0.175, 1.534], [-2.032, 1.852, 2.673], [-3.540, 0.904, 2.448], [-1.451, 0.274, 4.314], [-2.597, -0.991, 3.877], [-3.041, 0.121, 5.772], [-1.106, 0.648, 1.095], [2.582, -1.471, -1.527], [2.418, -2.789, -0.576], [3.604, -3.574, -0.586], [1.309, -0.865, -1.746], [2.980, -1.681, -2.520], [3.192, -0.739, -0.997], [1.604, -3.462, -0.847], [2.260, -2.336, 0.403], [4.030, -3.450, 0.265], [1.070, -0.157, -1.143]]
}


Number 3 is which compound? C34H68AlBe2Br2F8LiN5O14P


Number 3 is which compound? C34H68AlBe2Br2F8LiN5O14P